Model A:
A single C5H4O molecule. Source: the OMol25 dataset; level of theory: ωB97M-V/def2-TZVPD.

Output
LUMO level (eV): 0.11

ORCA input file:
```
! RIJCOSX wB97M-V def2-TZVPD def2/J DEFGRID3
* xyz 0 1
H 1.463 2.401 0.642
H 0.089 0.217 1.887
C 0.097 0.882 -0.469
H -0.739 1.443 -1.059
O -1.363 -1.733 -1.628
C -0.656 -1.705 -0.634
C 1.122 1.381 0.366
H -0.397 -2.605 0.052
C 0.459 0.257 0.964
C -0.075 -0.538 -0.121
*
```



Model B:
A single C5H4O molecule. Source: the OMol25 dataset; level of theory: ωB97M-V/def2-TZVPD.

Output
LUMO level (eV): -0.95
SMILES: C#C/C=C/C=O

ORCA input file:
```
! RIJCOSX wB97M-V def2-TZVPD def2/J DEFGRID3
* xyz 0 1
H 3.646 -0.960 0.080
H 0.472 1.509 -0.526
C 1.568 -0.128 -0.225
C 2.845 -0.208 0.001
C -0.718 -0.343 0.046
O -3.090 -0.409 -0.238
C -2.028 0.188 0.122
C 0.354 0.404 -0.070
H -2.177 1.351 0.496
H -0.872 -1.403 0.314
*
```



Model C:
A single C5H4O molecule. Source: the OMol25 dataset; level of theory: ωB97M-V/def2-TZVPD.

Output
LUMO level (eV): 0.73
SMILES: C#CC#CCO

ORCA input file:
```
! RIJCOSX wB97M-V def2-TZVPD def2/J DEFGRID3
* xyz 0 1
O 0.059 -2.048 -1.578
H -1.114 2.548 3.194
C 0.911 -0.990 -1.190
C -0.492 0.816 0.172
H 1.243 -0.478 -2.096
C -1.056 1.679 1.105
H 1.786 -1.332 -0.621
C -1.168 2.203 2.191
C 0.189 -0.002 -0.397
H -0.358 -2.396 -0.780
*
```



Top of the stability list: model C, leading by 64.5 kJ/mol.



Model A:
A single C5H4O molecule. Source: the OMol25 dataset; level of theory: ωB97M-V/def2-TZVPD.

Output
LUMO level (eV): 0.88
SMILES: C1=C2C=C2CO1

ORCA input file:
```
! RIJCOSX wB97M-V def2-TZVPD def2/J DEFGRID3
* xyz 0 1
H 0.948 -2.469 0.028
O 1.480 -0.376 0.037
C 0.568 -1.453 -0.130
C -1.750 -0.296 -0.007
H -2.845 -0.450 -0.005
H 0.838 1.677 0.711
C -0.719 -1.261 -0.100
C 0.662 0.910 -0.093
C -0.697 0.458 0.002
H 0.897 1.453 -1.057
*
```



Model B:
A single C5H4O molecule. Source: the OMol25 dataset; level of theory: ωB97M-V/def2-TZVPD.

Output
LUMO level (eV): -0.54

ORCA input file:
```
! RIJCOSX wB97M-V def2-TZVPD def2/J DEFGRID3
* xyz 0 1
C 1.279 -0.110 0.665
C 0.361 0.562 -0.294
H -1.469 -0.299 0.274
H -0.871 -0.886 -1.359
C 0.423 -2.385 1.360
C 0.346 -1.396 0.542
C -0.607 -0.683 -0.369
H 0.383 1.715 -0.241
O 1.680 0.187 -0.621
H 1.938 0.249 1.604
*
```



Top of the stability list: model A, leading by 116.9 kJ/mol.



Model A:
2 unconnected molecules or ions with the total composition C5H4O. Source: the OMol25 dataset; level of theory: ωB97M-V/def2-TZVPD.

Output
LUMO level (eV): -1.30

ORCA input file:
```
! RIJCOSX wB97M-V def2-TZVPD def2/J DEFGRID3
* xyz 0 1
C -0.695 -0.007 -2.686
H -0.632 -2.022 2.603
H 1.763 0.304 -0.094
O 0.384 1.660 0.863
H -0.919 0.037 -3.723
C 0.877 0.514 0.510
C -0.407 -0.153 -1.544
H -0.588 1.730 1.010
C -0.164 -1.463 1.856
C 0.381 -0.601 1.206
*
```



Model B:
2 unconnected molecules or ions with the total composition C5H4O. Source: the OMol25 dataset; level of theory: ωB97M-V/def2-TZVPD.

Output
LUMO level (eV): -0.45
SMILES: C=C=C=O.C#C

ORCA input file:
```
! RIJCOSX wB97M-V def2-TZVPD def2/J DEFGRID3
* xyz 0 1
C 1.554 0.299 -0.112
H -0.499 1.566 1.356
C -0.583 -1.850 0.328
H -0.751 -2.016 1.432
C 0.378 0.832 -0.281
C -0.510 1.603 0.334
H -0.414 -1.067 -1.769
H -1.262 2.186 -0.115
C -0.537 -1.389 -0.763
O 2.625 -0.164 -0.410
*
```



Top of the stability list: model B, leading by 239.1 kJ/mol.



Model A:
2 unconnected molecules or ions with the total composition C5H12NO. Source: the OMol25 dataset; level of theory: ωB97M-V/def2-TZVPD.

Output
LUMO level (eV): 4.27

ORCA input file:
```
! RIJCOSX wB97M-V def2-TZVPD def2/J DEFGRID3
* xyz -1 1
H -1.712 -0.627 0.101
H -2.124 2.272 -0.073
H -0.083 -1.370 2.415
H 2.071 0.622 0.257
H 0.537 0.027 1.578
H -1.126 0.091 2.134
H -0.315 0.937 -0.359
H -1.145 -2.212 0.570
C 1.757 1.060 -0.709
H 1.179 -1.433 -0.429
C 0.187 -1.084 -0.705
H -0.082 0.672 -2.059
H -0.129 -1.674 -1.569
C -0.365 -0.564 1.735
C 0.343 0.402 -1.100
H 1.765 2.148 -0.724
O -1.888 1.468 0.401
N 1.958 0.453 -1.875
C -0.830 -1.188 0.409
*
```



Model B:
A molecular structure, C5H12NO. Source: the OMol25 dataset; level of theory: ωB97M-V/def2-TZVPD.

Output
LUMO level (eV): 4.17

ORCA input file:
```
! RIJCOSX wB97M-V def2-TZVPD def2/J DEFGRID3
* xyz -1 1
H 1.176 -1.732 0.582
H 0.060 -1.191 -2.134
H -2.108 -1.100 0.693
C -0.358 -1.178 -1.124
H -1.148 0.274 1.072
C -1.857 -0.093 0.275
H -3.724 0.690 -0.519
H -0.820 -2.186 -0.996
H 1.854 -0.087 -1.802
C 1.945 -0.234 -0.714
H 0.863 0.126 0.037
N -1.278 -0.111 -1.025
H -2.762 1.873 0.372
H -3.572 0.660 1.320
O 2.910 0.143 -0.088
C 0.848 -1.053 -0.190
H 5.441 2.548 1.960
C -3.076 0.828 0.352
H 5.606 1.822 1.930
*
```



Top of the stability list: model B, leading by 15.8 kJ/mol.



Model A:
A gas-phase ion, C5H12NO (charge -1). Source: the OMol25 dataset; level of theory: ωB97M-V/def2-TZVPD.

Output
LUMO level (eV): 4.13
SMILES: CC(C)[C@@H](N)C[O-]

ORCA input file:
```
! RIJCOSX wB97M-V def2-TZVPD def2/J DEFGRID3
* xyz -1 1
H 0.311 1.175 1.646
H 1.199 1.601 -0.631
H -1.041 0.986 -1.566
C 1.555 0.529 -0.505
H -1.422 0.924 2.099
C -0.514 -0.451 0.635
H 2.146 0.348 -1.451
C 0.264 -0.316 -0.686
N -0.591 0.099 -1.779
C -1.829 -1.265 0.470
C -0.688 0.911 1.291
H -0.073 0.229 -2.644
H -1.713 -2.251 0.908
H -2.087 -1.332 -0.580
H -2.638 -0.774 1.014
H 0.624 -1.337 -0.892
H -0.970 1.701 0.593
H 0.152 -1.015 1.281
O 2.243 0.260 0.603
*
```



Model B:
A gas-phase ion, C5H12NO (charge -1). Source: the OMol25 dataset; level of theory: ωB97M-V/def2-TZVPD.

Output
LUMO level (eV): 3.90
SMILES: C[C@H](C[O-])N(C)C

ORCA input file:
```
! RIJCOSX wB97M-V def2-TZVPD def2/J DEFGRID3
* xyz -1 1
H -0.831 0.332 2.709
H 1.199 -1.032 2.159
C -1.133 -0.276 -1.184
N 0.133 0.291 0.923
C 1.173 0.832 -1.460
H 1.628 1.836 -1.384
H -2.086 0.184 -1.448
H 2.124 -0.390 0.903
H -0.676 -0.413 -2.193
O 0.922 0.562 -2.754
H -1.133 -1.252 -0.700
H -0.666 1.631 -0.382
H -1.917 0.470 1.175
H -1.409 -1.046 1.763
H 0.917 -1.716 0.602
C 1.120 -0.755 1.097
C -1.075 0.015 1.690
H 1.859 0.055 -1.023
C -0.149 0.670 -0.495
*
```



Model C:
A gas-phase ion, C5H12NO (charge -1). Source: the OMol25 dataset; level of theory: ωB97M-V/def2-TZVPD.

Output
LUMO level (eV): 3.67
SMILES: CN[C@H](C)CC[O-]

ORCA input file:
```
! RIJCOSX wB97M-V def2-TZVPD def2/J DEFGRID3
* xyz -1 1
H -0.495 2.411 2.230
C 0.050 2.330 1.288
C 0.140 0.064 0.055
H -1.598 -1.080 -0.474
H 1.041 1.989 1.573
O 0.090 -3.341 0.795
H 0.953 -0.123 0.764
C -0.745 -1.157 0.211
H -0.468 -2.868 -1.168
N -0.591 1.275 0.511
C 0.584 0.371 -1.373
C 0.011 -2.486 -0.226
H -0.941 -1.276 1.269
H 0.035 3.265 0.725
H 0.865 1.405 -1.551
H -0.147 0.025 -2.076
H -1.231 1.581 -0.199
H 1.025 -2.149 -0.610
H 1.424 -0.236 -1.744
*
```



Top of the stability list: model A, leading by 106.9 kJ/mol.



Model A:
A molecular structure, CH4IN2. Source: the OMol25 dataset; level of theory: ωB97M-V/def2-TZVPD.

Output
LUMO level (eV): -4.67

ORCA input file:
```
! RIJCOSX wB97M-V def2-TZVPD def2/J DEFGRID3
* xyz 1 1
H 0.131 -0.158 1.607
H -0.580 -1.188 -1.036
C -0.217 -0.351 -0.427
H -0.106 1.292 -1.610
I 0.955 2.195 0.307
N 0.211 0.798 -0.777
H -0.294 -1.771 1.048
N -0.100 -0.818 0.888
*
```



Model B:
A molecular structure, CH4IN2. Source: the OMol25 dataset; level of theory: ωB97M-V/def2-TZVPD.

Output
LUMO level (spin up / spin down) (eV): -5.95 / -6.04

ORCA input file:
```
! RIJCOSX wB97M-V def2-TZVPD def2/J DEFGRID3
* xyz 1 1
I 1.977 0.989 2.697
H 1.402 -0.966 -0.715
N 0.938 -0.326 -0.021
N 0.017 0.875 2.392
C -0.161 0.259 0.079
H -0.436 1.803 2.389
H -1.105 0.768 0.060
H 1.800 0.029 0.634
*
```



Top of the stability list: model A, leading by 481.9 kJ/mol.



Model A:
A molecular structure, C2H9N4. Source: the OMol25 dataset; level of theory: ωB97M-V/def2-TZVPD.

Output
LUMO level (eV): -5.11

ORCA input file:
```
! RIJCOSX wB97M-V def2-TZVPD def2/J DEFGRID3
* xyz 1 1
N 1.334 2.045 -0.041
H -1.055 0.226 0.923
N -1.226 1.206 0.572
H -1.874 1.230 -0.250
H -1.065 -1.924 -0.666
H 0.045 1.771 0.354
H -1.873 1.824 1.247
H 0.734 -2.331 -0.531
H 1.484 3.030 -0.286
C 1.633 -0.087 -0.377
N 1.949 1.279 -0.828
H 2.101 -0.008 0.646
N 0.250 -0.336 -0.501
C -0.041 -1.575 -0.483
H 2.105 -0.882 -1.116
*
```



Model B:
2 unconnected molecules or ions with the total composition C2H9N4. Source: the OMol25 dataset; level of theory: ωB97M-V/def2-TZVPD.

Output
LUMO level (spin up / spin down) (eV): -4.62 / -4.90

ORCA input file:
```
! RIJCOSX wB97M-V def2-TZVPD def2/J DEFGRID3
* xyz 1 1
N 0.945 -2.205 0.577
N 0.087 1.904 0.438
H -1.666 0.414 0.610
C -0.936 -0.075 -0.115
C 0.786 0.827 -1.513
H 0.775 -0.033 -2.228
H -0.808 -2.061 1.597
N -0.028 -1.576 1.123
H 1.532 1.569 -1.701
N 0.046 0.885 -0.406
H 0.653 -2.952 -0.036
H 0.718 2.617 0.127
H -1.541 -0.630 -0.905
H -0.911 2.160 0.685
H 0.350 -0.843 1.749
*
```



Model C:
2 unconnected molecules or ions with the total composition C2H9N4. Source: the OMol25 dataset; level of theory: ωB97M-V/def2-TZVPD.

Output
LUMO level (eV): -2.73

ORCA input file:
```
! RIJCOSX wB97M-V def2-TZVPD def2/J DEFGRID3
* xyz 1 1
N 1.312 1.538 1.120
H -1.011 -2.425 0.800
H 3.431 0.917 -0.090
H -0.135 -0.152 -0.031
N -2.276 0.057 -0.773
N -1.612 -1.955 0.108
H -2.187 1.157 -0.788
C -1.332 -0.692 -0.230
H 2.135 1.964 1.354
H 0.577 1.942 1.737
H 2.573 -0.416 -0.955
H -2.405 -2.447 -0.116
C 1.313 0.558 0.207
N 2.537 0.432 -0.368
H -3.141 -0.232 -1.183
*
```



Top of the stability list: model C, leading by 253.0 kJ/mol.